(1)
The following is a DFT calculation (ωB97M-V with the def2-TZVPD basis set) of a structure of composition C23H25ClIrN4O5 at a distorted geometry.

The geometry in XYZ format:
```
59
Properties=species:S:1:pos:R:3:forces:R:3:lowdin_charge:R:1
Ir -0.523452 0.008506 0.218375 4.39 -0.01 -0.20 1.525
O 1.641479 3.455234 -0.216364 -0.18 0.29 -0.10 0.162
C 1.201964 2.346891 -0.157280 0.09 -0.52 0.34 -0.566
O -0.055789 1.968182 -0.177683 -1.43 0.69 0.26 -0.182
C 2.137144 1.163728 -0.071604 -0.03 0.22 -0.06 -0.160
C 3.513179 1.207375 -0.065754 0.11 -0.27 -0.04 0.059
C 4.204042 -0.003506 -0.069393 0.07 0.01 -0.02 0.025
C 3.517253 -1.214585 -0.089359 0.18 0.14 -0.07 0.051
C 2.141486 -1.183181 -0.068351 -0.17 -0.01 0.04 -0.151
N 1.513523 -0.010808 -0.049056 -1.64 0.03 0.52 0.021
C 1.205525 -2.361386 -0.061390 -0.04 0.40 0.34 -0.569
O 1.632535 -3.476285 -0.089552 0.05 -0.28 -0.24 0.144
O -0.054077 -1.994205 -0.007371 -1.40 -0.52 0.30 -0.186
H 4.013609 2.165787 -0.065684 -0.06 0.02 -0.05 0.143
H 5.286646 -0.001443 -0.071903 -0.02 0.00 0.01 0.131
H 4.021225 -2.171416 -0.121967 -0.06 -0.01 0.02 0.144
C 4.135639 -0.308213 4.340431 -0.05 -0.09 0.02 -0.042
C 3.401602 -1.591765 4.769860 0.02 0.11 -0.05 -0.491
C 4.441857 -2.462811 5.493666 -0.04 0.03 0.02 -0.033
C 2.947676 -2.357416 3.519784 0.13 0.01 0.07 -0.016
C 2.226791 -1.235112 5.749518 0.06 -0.32 -0.10 -0.413
O 2.799545 -0.647386 6.925693 0.10 0.18 -0.09 -0.015
C 1.379478 -2.431305 6.252539 -0.12 0.08 -0.12 -0.082
C 0.142859 -2.980366 5.518209 0.09 -0.13 0.04 -0.120
C 0.381454 -3.939841 4.380026 -0.14 0.02 0.04 -0.254
C 1.101014 -5.112207 4.583834 0.04 -0.13 0.07 -0.050
C 1.320778 -6.013894 3.553985 0.08 -0.05 0.10 -0.086
C 0.796206 -5.757178 2.296476 0.01 0.08 0.11 -0.665
Cl 1.066853 -6.870415 1.002792 0.01 -0.03 -0.02 0.702
C 0.048019 -4.616315 2.077584 -0.20 0.10 -0.09 -0.108
C -0.152795 -3.719224 3.119767 -0.03 0.03 -0.16 -0.046
C 1.395341 -0.002871 5.314072 0.10 -0.06 0.32 -0.008
N 0.457718 -0.075744 4.190209 -0.19 0.06 0.12 -0.041
C 0.709243 0.052180 2.904615 0.13 0.11 0.07 -0.097
N -0.446175 0.045624 2.247363 0.23 -0.10 -1.37 -0.058
C -1.409384 -0.071497 3.213352 -0.04 -0.06 -0.18 -0.128
N -0.882975 -0.139162 4.399154 0.23 0.15 0.01 0.155
H 5.123470 -0.570629 3.957326 -0.05 0.02 -0.07 0.094
H 4.280366 0.362351 5.188479 0.01 0.03 -0.05 0.096
H 3.610841 0.231665 3.543739 0.05 0.02 0.04 0.065
H 5.162091 -2.834588 4.762799 -0.01 0.01 0.03 0.099
H 4.001558 -3.333445 5.981359 0.03 0.00 -0.04 0.085
H 5.004836 -1.887085 6.231805 0.00 -0.05 -0.01 0.095
H 3.743699 -2.318110 2.769850 -0.01 0.00 0.04 0.092
H 2.039693 -1.953049 3.069221 0.06 -0.14 0.01 0.057
H 2.763027 -3.407060 3.743013 -0.05 0.07 -0.09 0.083
H 3.358596 -1.295572 7.366786 -0.03 -0.04 0.00 0.104
H 1.023934 -2.096857 7.228103 0.03 -0.01 0.04 0.130
H 2.058940 -3.264314 6.440489 0.00 0.03 0.08 0.103
H -0.521330 -2.176178 5.210619 0.00 -0.14 0.03 0.081
H -0.405604 -3.537318 6.282432 -0.07 0.06 0.02 0.130
H 1.491762 -5.336679 5.571968 0.01 -0.01 -0.06 0.123
H 1.891629 -6.917854 3.723161 -0.03 0.02 0.01 0.112
H -0.367904 -4.428937 1.096207 0.01 -0.02 0.11 0.099
H -0.749084 -2.828344 2.933563 0.02 -0.06 0.02 0.098
H 2.100460 0.795420 5.104642 -0.10 0.12 -0.03 0.131
H 0.811621 0.295365 6.179659 -0.16 0.02 -0.05 0.152
H 1.686986 0.182494 2.470955 -0.07 -0.08 0.10 0.133
H -2.469824 -0.097746 3.022133 0.03 -0.02 0.00 0.141
```
Forces are in eV/Å.

As for the charge: +1. The total energy is -2050.9146 a.u. The calculation puts the HOMO-LUMO gap (alpha / beta) at 5.00 / 5.00 eV. Its energy relative to the best compared isomer or geometry (same formula, charge and spin) is 0.000 eV. For the HOMO energy (alpha / beta), the calculation gives -11.097 / -11.097 eV.

***

(2)
The following is a DFT calculation (ωB97M-V with the def2-TZVPD basis set) of a cluster of 2 separate species, C2H5N3O2 in total at a distorted geometry.

The geometry in XYZ format:
```
12
Properties=species:S:1:pos:R:3:forces:R:3:lowdin_charge:R:1
C 0.514819 -0.170912 1.171552 -0.25 -1.14 1.15 0.001
C -0.528028 1.210458 -0.551366 -0.27 1.76 -2.58 0.013
N -1.684162 -0.125021 -5.092914 0.11 2.71 -2.83 0.047
N 0.073669 0.989228 0.578017 0.19 1.66 2.30 0.194
N 0.553990 -1.357885 0.651303 0.50 1.42 3.72 0.310
O -0.914168 1.708186 -1.501315 0.38 -1.45 1.78 0.453
O -1.538458 -0.331655 -3.957950 -0.06 -1.69 1.76 -0.037
H 0.756125 -0.032026 2.298624 -0.03 -0.27 -2.10 0.235
H -1.977801 -0.869929 -5.790522 0.00 -0.94 1.26 0.115
H 0.134453 1.837197 1.276491 -0.26 -1.28 -1.72 0.285
H 0.813941 -2.011154 1.443625 -0.27 -0.20 -1.88 0.216
H 0.179687 -1.636375 -0.232458 -0.04 -0.57 -0.85 0.169
```
Forces are in eV/Å.

As for the charge: +2. The total energy is -393.0532 a.u. The calculation puts the HOMO-LUMO gap (alpha / beta) at 3.47 / 3.48 eV. Its energy relative to the best compared isomer or geometry (same formula, charge and spin) is 1.435 eV. For the HOMO energy (alpha / beta), the calculation gives -14.906 / -14.915 eV.

***

(3)
The following is a DFT calculation (ωB97M-V with the def2-TZVPD basis set) of a cluster of 2 separate species, C27H33BF2N in total at a distorted geometry.

The geometry in XYZ format:
```
64
Properties=species:S:1:pos:R:3:forces:R:3:lowdin_charge:R:1
F 6.219197 1.767026 -1.004125 -0.89 -1.07 0.53 0.056
C 5.386589 0.796077 -0.496056 0.36 0.70 -0.61 -0.213
C 5.773847 0.135106 0.672065 -0.53 -0.12 -0.19 0.050
C 4.915705 -0.843488 1.190330 0.13 0.09 -0.01 -0.030
C 3.716073 -1.134966 0.559873 -0.23 -0.04 -0.55 -0.008
C 3.338978 -0.477219 -0.644400 0.45 0.34 0.46 -0.198
C 2.103703 -0.812436 -1.292863 0.20 -0.15 -0.76 0.056
C 1.646366 -0.160402 -2.441368 -0.19 0.29 0.16 -0.065
C 0.625225 -0.630532 -3.256985 0.56 -0.15 0.56 0.046
C 0.273681 -0.027249 -4.501432 -0.32 0.46 -1.02 -0.197
C 1.059710 1.009641 -5.078124 -0.45 0.06 -0.08 0.077
C 0.602725 1.619947 -6.238633 0.79 0.54 -0.24 -0.215
F 1.362139 2.626601 -6.785768 -0.81 -1.05 0.60 0.058
C -0.570520 1.243201 -6.896559 0.12 -0.35 0.53 0.047
C -1.313091 0.185244 -6.354980 0.14 0.15 -0.09 -0.037
C -0.897300 -0.446506 -5.190779 0.33 0.07 0.42 -0.001
C 4.209878 0.515077 -1.178668 0.16 -0.19 0.41 0.082
H 6.713202 0.383114 1.161376 -0.19 -0.02 -0.18 0.136
H 5.196251 -1.384379 2.095171 -0.10 0.22 -0.27 0.125
H 3.039973 -1.882813 0.972452 0.15 0.13 -0.04 0.130
H 1.538401 -1.669494 -0.919164 0.16 0.17 0.00 0.120
H 2.096133 0.802967 -2.696935 -0.04 -0.51 -0.01 0.105
H 0.076620 -1.527094 -2.951831 0.12 0.23 -0.07 0.146
H 1.998514 1.330034 -4.621276 -0.37 -0.02 -0.35 0.128
H -0.881604 1.750477 -7.806895 0.13 -0.08 0.20 0.136
H -2.219267 -0.145787 -6.859404 0.22 0.09 0.14 0.122
H -1.477784 -1.263179 -4.765106 0.05 0.16 -0.14 0.125
H 3.978752 1.030713 -2.112784 0.27 -0.11 0.42 0.127
C 1.033106 0.851553 1.508509 0.72 0.00 -0.30 -0.064
C -0.231065 0.824106 2.341350 -0.14 -0.20 0.08 -0.323
C 0.145979 0.506665 3.786084 0.02 0.10 0.51 -0.036
N -1.290429 -0.190171 1.838481 0.10 0.03 -0.13 -0.091
C -2.332410 -0.286113 2.916276 0.19 0.22 -0.28 -0.251
C -2.982935 0.899682 3.249879 -0.53 -0.08 0.53 -0.047
C -3.967458 0.880383 4.247292 0.35 0.03 -0.36 -0.054
C -4.281770 -0.317238 4.895822 0.03 -0.12 0.00 -0.073
C -3.622036 -1.498334 4.551690 0.26 0.45 -0.40 -0.046
C -2.638946 -1.483687 3.548069 -0.13 -0.11 0.17 -0.012
C -2.028108 0.337413 0.576818 0.00 -0.20 0.31 -0.321
C -3.295386 -0.477433 0.345377 -0.56 -0.06 -0.04 -0.037
C -1.180737 0.324489 -0.677224 0.37 0.02 -0.74 -0.072
B -0.585295 -1.628143 1.534558 0.50 -0.76 -0.34 -0.336
H 0.294451 -1.528026 0.663670 -0.51 0.10 0.43 0.010
H 1.768942 1.510511 1.990834 -0.34 0.04 -0.09 0.099
H 1.513654 -0.132864 1.459081 -0.35 0.33 0.12 0.045
H 0.881593 1.216187 0.487606 0.15 -0.11 0.34 0.061
H -0.713214 1.810025 2.280882 0.12 -0.22 0.08 0.138
H 1.035703 1.077960 4.071929 -0.17 0.02 -0.14 0.089
H -0.649780 0.773214 4.490081 0.21 -0.15 -0.14 0.087
H 0.396841 -0.553214 3.915514 -0.16 0.28 -0.11 0.083
H -2.731546 1.837736 2.741614 -0.22 -0.41 0.35 0.119
H -4.476010 1.812818 4.503576 0.12 -0.37 -0.02 0.112
H -5.045078 -0.330301 5.673484 0.19 0.02 -0.20 0.109
H -3.851128 -2.440336 5.045352 -0.02 0.25 -0.06 0.111
H -2.125853 -2.407807 3.273970 -0.19 0.45 0.09 0.101
H -2.286156 1.379211 0.807830 -0.03 -0.25 -0.07 0.135
H -3.706016 -0.250000 -0.643282 0.10 0.11 0.14 0.086
H -3.099946 -1.554927 0.365157 0.03 0.29 0.08 0.080
H -4.074986 -0.242769 1.078491 0.20 -0.15 -0.16 0.089
H -1.821838 0.421141 -1.564417 -0.04 0.19 0.31 0.091
H -0.456763 1.146242 -0.716564 -0.26 -0.26 -0.07 0.072
H -0.648812 -0.623232 -0.809582 -0.20 0.26 0.28 0.045
H -0.038038 -2.039167 2.544970 -0.26 0.16 -0.23 0.048
H -1.420628 -2.415258 1.119689 0.18 0.26 0.23 0.047
```
Forces are in eV/Å.

As for the charge: +1. The total energy is -1327.6674 a.u. The calculation puts the HOMO-LUMO gap at 5.66 eV. For the HOMO energy, the calculation gives -11.523 eV.

***

(4)
The following is a DFT calculation (ωB97M-V with the def2-TZVPD basis set) of a structure of composition C28H30N5O2SeTi at a distorted geometry.

The geometry in XYZ format:
```
67
Properties=species:S:1:pos:R:3:forces:R:3:lowdin_charge:R:1
Ti 0.301304 0.203802 -0.053343 -0.51 -1.07 0.40 1.102
O -0.733182 1.251593 -1.141803 0.15 -0.01 0.20 -0.168
C -1.888172 1.928180 -1.021214 0.20 0.09 0.12 -0.276
C -2.696694 2.122946 -2.133845 -0.07 0.07 0.08 0.010
C -3.854448 2.869097 -2.003639 0.02 -0.05 -0.06 -0.050
C -4.215122 3.431784 -0.780969 0.00 0.02 0.05 -0.068
C -3.415955 3.228506 0.323733 -0.03 -0.05 -0.03 -0.023
C -2.249110 2.458508 0.230262 -0.08 -0.01 -0.01 -0.137
C -1.419123 2.287579 1.399971 0.02 0.01 -0.05 -0.019
N -0.410933 1.490284 1.451842 0.19 0.09 0.08 -0.080
N 0.369067 1.552049 2.604945 -0.12 0.01 -0.05 0.098
C 1.460094 0.886767 2.414616 0.16 0.23 -0.18 -0.487
O 1.712264 0.288521 1.254343 -0.07 0.27 -0.03 -0.258
C 2.493640 0.803785 3.458517 -0.10 -0.01 0.09 -0.159
C 2.238863 1.306071 4.733949 0.02 0.01 0.00 -0.017
C 3.216250 1.232688 5.709472 0.01 -0.01 0.01 -0.065
C 4.449326 0.660246 5.420470 0.00 0.01 0.01 -0.070
C 4.703303 0.156587 4.153662 0.00 -0.01 -0.01 -0.066
C 3.725887 0.224611 3.173516 0.00 -0.02 0.01 -0.016
H -2.407836 1.685924 -3.079554 0.03 0.02 -0.01 0.125
H -4.484626 3.020109 -2.870111 0.00 0.01 0.00 0.115
H -5.112652 4.028423 -0.702113 -0.01 -0.01 0.01 0.111
H -3.685921 3.657521 1.280965 0.00 0.01 0.00 0.120
H -1.631427 2.882311 2.285641 0.02 0.02 -0.01 0.145
H 1.276025 1.747699 4.948770 -0.01 0.00 -0.02 0.113
H 3.019364 1.620850 6.699708 0.00 0.00 0.00 0.108
H 5.212147 0.606639 6.185899 0.00 0.00 0.00 0.108
H 5.661872 -0.291666 3.929202 0.00 0.00 0.00 0.107
H 3.912803 -0.175629 2.187111 0.00 0.00 0.00 0.103
C 2.902682 -1.130603 -1.014215 -0.03 0.07 0.10 -0.035
N 1.898605 -0.142690 -1.465142 -0.29 0.02 -0.10 -0.352
C 2.550513 1.142276 -1.790163 0.01 -0.08 -0.10 -0.042
C 1.150540 -0.703766 -2.628422 0.06 -0.01 0.00 -0.140
C 0.128498 -1.709773 -2.160520 0.00 -0.05 -0.20 -0.248
C -0.242252 -2.757789 -2.998884 -0.01 0.01 0.01 -0.031
C -1.291187 -3.587877 -2.643069 -0.01 -0.01 0.00 -0.067
C -1.968536 -3.368562 -1.449407 -0.01 -0.01 0.01 -0.073
C -1.563950 -2.353720 -0.596481 0.07 0.02 0.04 -0.123
C -0.497355 -1.518450 -0.925655 0.17 0.12 -0.12 -0.189
H 3.597093 -1.333249 -1.833375 0.01 0.00 0.02 0.108
H 2.400770 -2.051476 -0.722226 0.01 0.00 0.00 0.106
H 3.439204 -0.728882 -0.159852 0.00 -0.02 0.00 0.080
H 3.285376 1.005306 -2.587942 0.01 0.01 0.02 0.109
H 3.049744 1.521082 -0.899472 0.02 -0.01 -0.01 0.100
H 1.800793 1.860861 -2.120492 0.00 -0.01 0.00 0.095
H 1.851739 -1.146359 -3.342317 0.04 0.06 0.00 0.137
H 0.637844 0.123809 -3.123451 0.04 0.02 0.01 0.131
H 0.280147 -2.914790 -3.935747 0.00 0.01 0.00 0.118
H -1.586200 -4.398928 -3.295472 0.00 0.00 0.00 0.109
H -2.805647 -3.999716 -1.178145 0.00 0.00 0.00 0.107
H -2.080216 -2.215966 0.344815 -0.04 0.00 -0.07 0.061
C -3.227772 -1.086710 3.076169 0.00 0.00 0.04 -0.020
N -2.800013 -2.472451 2.996946 0.06 0.01 -0.07 -0.123
C -3.592982 -3.582699 3.199863 -0.02 -0.02 -0.01 -0.027
C -2.808332 -4.665414 3.018576 0.00 0.00 0.00 -0.027
N -1.547529 -4.204484 2.702236 -0.03 0.02 -0.04 -0.116
C -0.393275 -5.034435 2.393461 0.02 0.02 0.01 -0.020
C -1.543077 -2.857693 2.690635 -0.13 -0.01 0.01 -0.689
Se -0.080853 -1.769085 2.392029 0.26 0.21 -0.12 0.857
H -4.199803 -1.052795 3.560754 0.00 0.01 0.00 0.098
H -3.298953 -0.654180 2.077921 0.00 0.00 0.00 0.090
H -2.498910 -0.523125 3.655645 0.00 0.01 -0.01 0.082
H -4.632531 -3.502308 3.460611 0.00 -0.01 0.00 0.128
H -3.026855 -5.715075 3.092995 -0.02 0.00 0.00 0.128
H -0.661783 -6.070531 2.579351 0.01 -0.01 -0.01 0.096
H 0.443652 -4.747527 3.025353 0.00 -0.01 0.00 0.084
H -0.111298 -4.901412 1.350283 0.00 0.00 0.00 0.093
```
Forces are in eV/Å.

As for the charge: +1. The total energy is -4760.0297 a.u. The calculation puts the HOMO-LUMO gap at 6.85 eV. For the HOMO energy, the calculation gives -10.181 eV.